{"formula": "C40H49LiP2", "method": "ωB97M-V/def2-TZVPD", "multiplicity": 1, "charge": 0, "homo_lumo_gap_ha": 0.2525, "species": ["Li", "C", "C", "C", "C", "C", "C", "P", "C", "C", "C", "C", "C", "C", "C", "C", "C", "C", "C", "C", "C", "C", "C", "C", "H", "H", "H", "H", "H", "H", "H", "H", "H", "H", "H", "H", "H", "H", "H", "H", "C", "C", "C", "C", "C", "C", "P", "C", "C", "C", "C", "C", "C", "C", "C", "C", "C", "C", "C", "H", "H", "H", "H", "H", "H", "H", "H", "H", "H", "H", "H", "H", "H", "H", "H", "H", "H", "H", "H", "H", "H", "H", "H", "H", "H", "H", "H", "H", "H", "H", "H", "H"], "xyz": [[-8.927, 4.861, -17.148], [-10.817, 4.446, -11.104], [-9.438, 4.431, -10.913], [-8.578, 4.431, -11.980], [-9.120, 4.357, -13.296], [-10.471, 4.189, -13.473], [-11.362, 4.221, -12.401], [-8.053, 4.292, -14.739], [-6.482, 4.865, -14.154], [-5.436, 4.017, -13.946], [-4.223, 4.434, -13.473], [-4.014, 5.770, -13.217], [-5.068, 6.658, -13.449], [-6.313, 6.264, -13.873], [-7.853, 2.493, -14.741], [-7.640, 1.565, -13.675], [-7.414, 0.190, -13.984], [-7.445, -0.308, -15.286], [-7.869, 0.582, -16.308], [-8.204, 0.161, -17.592], [-8.632, 1.069, -18.539], [-8.635, 2.427, -18.304], [-8.462, 2.918, -17.014], [-7.952, 2.028, -16.078], [-11.485, 4.538, -10.253], [-8.976, 4.412, -9.903], [-7.541, 4.636, -11.852], [-10.865, 4.016, -14.500], [-12.437, 4.157, -12.511], [-5.531, 2.966, -14.075], [-3.530, 3.658, -13.261], [-3.020, 6.142, -13.122], [-4.915, 7.683, -13.186], [-7.116, 6.942, -14.195], [-7.582, 1.864, -12.627], [-7.117, -0.390, -13.168], [-7.259, -1.378, -15.551], [-8.266, -0.910, -17.816], [-8.836, 0.609, -19.467], [-8.775, 3.141, -19.103], [-9.789, 10.574, -17.379], [-10.782, 9.444, -16.999], [-10.818, 8.224, -17.971], [-9.554, 8.009, -18.731], [-8.325, 8.486, -17.966], [-8.428, 10.073, -17.825], [-9.348, 6.236, -19.334], [-8.202, 6.284, -20.941], [-7.125, 5.244, -20.732], [-5.840, 5.512, -21.537], [-6.146, 6.122, -22.886], [-7.088, 7.360, -22.881], [-7.731, 7.661, -21.493], [-10.936, 5.831, -20.317], [-11.542, 6.919, -21.242], [-13.049, 6.921, -21.300], [-13.454, 5.472, -21.545], [-13.086, 4.565, -20.317], [-11.977, 5.190, -19.427], [-9.595, 11.212, -16.500], [-10.151, 11.241, -18.206], [-11.792, 9.876, -16.791], [-10.386, 9.173, -16.019], [-11.741, 8.297, -18.656], [-11.115, 7.353, -17.446], [-9.512, 8.611, -19.674], [-7.384, 8.137, -18.509], [-8.282, 8.019, -16.958], [-8.094, 10.460, -18.811], [-7.621, 10.421, -17.170], [-8.817, 5.881, -21.793], [-7.512, 4.294, -21.089], [-6.985, 5.115, -19.703], [-5.275, 4.623, -21.684], [-5.175, 6.258, -21.051], [-6.530, 5.370, -23.641], [-5.128, 6.495, -23.254], [-7.832, 7.245, -23.658], [-6.523, 8.212, -23.248], [-8.567, 8.347, -21.716], [-7.093, 8.199, -20.782], [-10.594, 5.008, -20.997], [-11.213, 6.734, -22.275], [-11.128, 7.907, -20.886], [-13.372, 7.648, -22.041], [-13.499, 7.305, -20.378], [-12.761, 5.186, -22.404], [-14.548, 5.289, -21.797], [-12.771, 3.592, -20.605], [-13.996, 4.431, -19.735], [-11.504, 4.392, -18.842], [-12.422, 5.929, -18.725]], "forces_ev_per_a": [[0.3, -0.2, 0.4], [-0.7, -0.9, -0.9], [0.2, 0.1, 1.2], [-1.4, 0.4, -1.7], [1.2, 0.2, 1.9], [-1.4, -0.3, -0.8], [1.2, 0.8, 1.5], [-1.0, 0.3, -0.2], [0.0, 1.9, 0.6], [0.1, -0.6, 0.4], [0.1, 0.6, 0.3], [-0.5, -0.2, -1.1], [0.1, 0.5, 0.7], [-0.1, -1.9, -1.2], [0.5, -1.7, 1.0], [-0.1, 1.0, -1.9], [0.1, 1.1, -1.6], [-0.5, 0.3, 0.8], [0.8, 1.1, 0.0], [-0.8, -0.3, -0.3], [1.1, -1.5, 0.2], [-0.1, 0.5, 0.9], [0.6, 0.9, -2.2], [-1.1, -2.4, 1.3], [0.1, -0.1, -0.1], [-0.7, 0.3, -0.6], [0.7, -0.3, 0.2], [0.3, 0.2, 0.7], [0.1, 0.0, -0.2], [-0.4, -0.6, -0.3], [1.0, -0.2, 0.0], [0.5, 0.3, 0.8], [0.2, 0.6, -0.2], [0.4, -0.1, 0.6], [-0.1, 0.1, -0.3], [0.3, -1.2, 1.0], [-0.2, 1.0, 0.5], [0.2, 0.3, 0.0], [-0.5, 0.0, -1.3], [-0.5, -0.1, -0.4], [-0.4, 0.8, -0.9], [0.3, 0.7, 0.2], [-2.4, 1.5, -0.6], [1.1, 0.0, -2.1], [0.7, 0.3, 0.4], [1.9, -1.7, -0.9], [-0.4, 0.4, -1.8], [-1.6, 0.7, -0.2], [0.7, -0.1, -1.6], [-0.6, 1.5, 0.6], [1.0, 0.4, -1.8], [0.8, 0.0, 0.7], [-0.3, -0.5, -0.5], [0.5, -0.7, -0.1], [1.4, 1.2, 0.6], [-0.6, 0.0, 0.9], [0.2, -0.9, -0.8], [-0.4, 1.6, 0.4], [-0.9, -0.1, 0.1], [-0.6, -0.1, -0.3], [-0.1, -0.5, 0.8], [0.7, -0.5, -0.4], [-0.3, -0.7, 0.1], [1.5, 0.3, 0.5], [0.1, -1.0, 1.1], [-0.4, -0.2, 0.6], [-1.0, 0.8, 0.7], [0.0, 0.2, -0.4], [-0.6, 0.0, 0.3], [-0.2, -0.2, 0.2], [0.0, 0.5, 1.0], [-0.2, -0.3, 0.0], [0.8, -0.3, 1.6], [0.5, -0.8, 0.1], [-0.4, -0.5, 0.2], [0.5, 0.6, 0.9], [-1.3, -0.7, 0.0], [-0.6, -0.2, 0.1], [0.2, 0.3, 0.3], [0.0, -0.4, 0.4], [0.3, -0.2, -0.3], [0.0, 0.4, 0.6], [0.3, 0.3, 0.3], [-0.6, -0.7, -0.7], [-0.1, -0.3, -0.4], [0.1, -0.1, 0.2], [-1.3, -0.1, 0.6], [1.5, 0.4, 0.0], [0.3, -0.8, -0.6], [0.0, -0.1, 0.2], [-0.2, 0.2, 0.1], [0.3, -0.4, -0.3]], "mulliken_charge": [0.972, -0.491, -0.641, -0.548, 0.521, -0.156, -0.717, 0.892, 0.282, 0.069, -0.601, -0.772, -0.440, -0.658, -0.159, -0.145, -0.602, -0.949, 0.605, -0.749, -1.004, -0.180, 0.087, -0.152, 0.373, 0.339, 0.395, 0.299, 0.392, 0.308, 0.452, 0.373, 0.406, 0.324, 0.423, 0.443, 0.333, 0.316, 0.445, 0.189, -0.641, -0.858, -0.545, 0.800, -0.716, -0.864, -0.184, 0.005, -0.816, -0.887, -0.478, -1.066, -0.708, 0.190, -0.664, -0.988, -0.483, -0.962, -0.963, 0.322, 0.301, 0.423, 0.324, -0.102, 0.327, 0.299, 0.359, 0.168, 0.252, 0.478, 0.130, 0.276, 0.459, 0.453, 0.334, 0.286, 0.298, 0.329, 0.539, 0.200, 0.358, 0.702, 0.279, 0.143, 0.497, 0.295, 0.230, 0.356, 0.354, 0.449, 0.169, 0.267]}



{"formula": "C40H50BCrN8S5Se", "method": "ωB97M-V/def2-TZVPD", "multiplicity": 2, "e_above_lowest_kj_mol": 30.2, "charge": 0, "homo_lumo_gap_ha": [0.2582, 0.2524], "species": ["Cr", "C", "C", "C", "C", "N", "N", "B", "N", "N", "C", "C", "C", "C", "C", "S", "C", "C", "C", "C", "N", "N", "C", "C", "C", "C", "C", "S", "C", "C", "C", "C", "C", "S", "C", "C", "C", "C", "H", "H", "H", "H", "H", "H", "H", "H", "H", "H", "H", "H", "H", "H", "H", "H", "H", "H", "H", "H", "H", "H", "H", "H", "H", "H", "H", "H", "H", "H", "H", "H", "H", "H", "H", "H", "H", "H", "H", "S", "C", "C", "N", "C", "S", "C", "N", "C", "C", "C", "C", "C", "C", "Se", "C", "C", "C", "H", "H", "H", "H", "H", "H", "H", "H", "H", "H", "H"], "xyz": [[2.487, -0.321, -1.530], [0.329, 3.848, 0.816], [-0.274, 2.504, 0.584], [-1.619, 2.258, 0.631], [-2.124, 0.960, 0.365], [-1.321, -0.031, 0.092], [-0.013, 0.210, 0.053], [1.003, -0.965, -0.159], [1.622, -1.208, 1.263], [0.849, -0.953, 2.322], [1.322, -1.200, 3.509], [2.615, -1.768, 3.677], [3.413, -1.997, 2.600], [4.794, -2.548, 2.703], [2.882, -1.645, 1.320], [3.790, -1.704, -0.124], [0.458, -0.823, 4.696], [-0.915, -0.352, 4.229], [0.286, -2.030, 5.623], [1.155, 0.315, 5.451], [0.228, -2.267, -0.528], [-0.523, -2.812, 0.426], [-1.169, -3.913, 0.177], [-1.117, -4.510, -1.110], [-0.342, -3.962, -2.087], [-0.237, -4.532, -3.462], [0.408, -2.794, -1.742], [1.515, -2.068, -2.812], [-1.941, -4.473, 1.363], [-2.678, -5.766, 1.022], [-2.947, -3.422, 1.837], [-0.928, -4.748, 2.480], [0.558, 1.402, 0.241], [2.256, 1.503, 0.038], [-3.613, 0.665, 0.399], [-3.865, -0.832, 0.233], [-4.289, 1.429, -0.746], [-4.197, 1.125, 1.744], [-0.432, 4.568, 1.105], [0.823, 4.193, -0.094], [1.093, 3.800, 1.590], [-2.302, 3.062, 0.862], [2.981, -1.988, 4.670], [5.072, -2.700, 3.743], [5.506, -1.873, 2.228], [4.865, -3.497, 2.170], [-1.460, -1.154, 3.740], [-0.835, 0.471, 3.521], [-1.490, -0.018, 5.093], [-0.150, -2.873, 5.090], [-0.379, -1.768, 6.445], [1.229, -2.354, 6.059], [1.235, 1.201, 4.823], [2.159, 0.034, 5.764], [0.586, 0.576, 6.343], [-1.700, -5.393, -1.326], [-0.831, -5.439, -3.551], [0.802, -4.754, -3.703], [-0.577, -3.805, -4.200], [-3.420, -5.616, 0.238], [-3.205, -6.124, 1.907], [-1.995, -6.554, 0.708], [-3.744, -3.281, 1.107], [-2.448, -2.466, 1.988], [-3.399, -3.735, 2.777], [-0.185, -5.482, 2.168], [-1.443, -5.135, 3.359], [-0.407, -3.831, 2.751], [-3.429, -1.211, -0.688], [-4.938, -1.013, 0.214], [-3.431, -1.397, 1.059], [-3.944, 1.063, -1.711], [-4.083, 2.498, -0.697], [-5.368, 1.292, -0.695], [-3.658, 0.678, 2.577], [-5.240, 0.819, 1.812], [-4.169, 2.207, 1.859], [4.503, -0.141, -2.873], [4.515, 1.037, -4.133], [5.733, 1.809, -4.179], [6.707, 2.414, -4.209], [3.539, 1.394, -5.019], [1.958, 0.644, -5.126], [3.730, 2.508, -5.894], [3.858, 3.421, -6.580], [-0.181, 7.168, -3.475], [0.157, 5.711, -3.347], [1.433, 5.297, -3.021], [1.784, 3.949, -2.936], [3.204, 3.656, -2.556], [0.791, 2.996, -3.194], [1.072, 1.084, -3.141], [-0.520, 3.389, -3.506], [-1.614, 2.399, -3.786], [-0.811, 4.741, -3.577], [0.600, 7.792, -3.048], [-1.121, 7.400, -2.975], [-0.292, 7.442, -4.525], [2.199, 6.037, -2.833], [3.418, 4.090, -1.579], [3.884, 4.118, -3.272], [3.418, 2.592, -2.499], [-1.661, 1.619, -3.023], [-1.452, 1.898, -4.743], [-2.574, 2.910, -3.825], [-1.821, 5.047, -3.822]], "forces_ev_per_a": [[0.8, 0.1, -0.2], [0.0, 0.0, 0.0], [-0.2, -0.1, 0.0], [0.3, -0.1, 0.0], [0.0, 0.2, 0.1], [0.2, 0.0, 0.0], [-0.1, -0.1, -0.2], [-0.1, 0.1, 0.0], [0.0, 0.0, 0.0], [0.1, -0.1, 0.1], [0.1, 0.0, 0.0], [-0.1, 0.1, -0.1], [-0.1, 0.0, 0.0], [0.0, 0.0, 0.0], [0.0, 0.0, 0.0], [0.0, 0.0, 0.0], [0.0, 0.0, 0.0], [0.0, 0.1, 0.1], [0.0, 0.0, 0.0], [-0.1, 0.0, 0.0], [0.1, 0.0, 0.0], [0.0, 0.0, 0.0], [-0.1, -0.1, -0.2], [0.0, 0.2, 0.1], [0.0, 0.0, 0.1], [0.0, 0.0, 0.0], [-0.1, -0.1, -0.1], [-0.1, 0.1, 0.1], [0.0, -0.1, 0.0], [0.0, 0.1, 0.0], [0.1, -0.3, 0.1], [0.0, 0.0, 0.0], [-0.1, 0.2, 0.1], [-0.2, 0.1, 0.0], [-0.1, 0.0, -0.1], [0.1, 0.2, 0.2], [0.0, 0.0, 0.1], [0.0, -0.1, -0.1], [0.0, 0.0, 0.0], [0.0, 0.0, -0.1], [0.1, 0.0, 0.1], [-0.1, 0.1, 0.0], [0.0, 0.0, 0.1], [0.0, 0.0, 0.0], [0.0, 0.0, 0.0], [0.0, 0.0, 0.0], [-0.1, -0.1, -0.1], [0.0, 0.1, 0.0], [-0.1, 0.0, 0.1], [0.0, -0.1, -0.1], [0.0, 0.0, 0.1], [0.1, 0.0, 0.0], [0.0, 0.1, -0.1], [0.1, 0.0, 0.0], [0.0, 0.0, 0.0], [0.0, -0.1, 0.0], [0.0, 0.0, 0.0], [0.0, 0.0, 0.0], [0.0, 0.0, 0.0], [-0.1, 0.0, -0.1], [0.0, 0.0, 0.0], [0.1, -0.1, 0.0], [0.0, -0.1, 0.0], [0.1, -0.2, 0.1], [-0.1, -0.1, 0.1], [0.0, 0.0, 0.0], [0.0, 0.0, 0.1], [0.0, 0.1, 0.0], [0.0, 0.0, -0.1], [-0.1, 0.0, 0.0], [-0.2, 0.6, -0.4], [0.1, 0.0, -0.1], [0.0, 0.1, 0.0], [-0.1, 0.0, 0.0], [0.1, -0.1, 0.1], [-0.1, 0.0, 0.0], [0.0, 0.1, 0.0], [-0.2, -0.1, 0.0], [-0.2, 0.1, 0.0], [-0.1, -0.2, -0.1], [0.2, 0.2, 0.0], [0.1, -0.1, 0.1], [0.0, 0.0, 0.0], [0.0, -0.1, 0.2], [0.0, 0.2, -0.2], [0.0, 0.0, 0.0], [0.0, 0.0, 0.0], [-0.1, -0.1, 0.0], [-0.1, 0.0, 0.0], [0.1, -0.2, 0.0], [0.2, 0.0, 0.1], [0.1, -0.1, -0.1], [0.0, 0.0, 0.0], [-0.1, -0.1, 0.0], [-0.1, 0.0, 0.0], [0.0, 0.0, 0.0], [0.0, 0.0, 0.0], [0.0, 0.0, 0.0], [0.1, 0.1, 0.0], [0.0, 0.0, 0.0], [0.1, 0.0, -0.1], [0.0, 0.0, 0.0], [-0.1, 0.1, 0.0], [0.0, 0.0, 0.0], [0.0, 0.0, 0.0], [0.0, 0.0, 0.0]], "mulliken_charge": [-0.674, -1.689, -0.495, -0.554, -0.013, -0.482, 1.018, 0.812, 0.536, 0.311, -0.103, -0.688, 0.235, -1.843, 0.510, -0.561, 2.570, -1.813, -1.626, -1.872, 0.079, 0.439, -0.166, -0.669, 0.295, -1.893, 0.711, -0.407, 2.480, -2.478, -1.065, -1.370, 1.561, -0.666, 2.247, -1.805, -1.852, -1.798, 0.516, 0.137, 0.334, 0.455, 0.415, 0.392, 0.382, 0.327, 0.064, 0.190, 0.593, 0.200, 0.479, 0.395, 0.326, 0.355, 0.494, 0.556, 0.387, 0.387, 0.329, 0.473, 0.416, 0.466, 0.495, -0.405, 0.432, 0.415, 0.487, -0.082, 0.283, 0.592, -0.021, 0.357, 0.330, 0.497, 0.179, 0.487, 0.414, -0.424, 0.693, -0.198, -0.513, 0.456, -0.230, -0.044, -0.556, -1.606, 0.874, -0.933, 0.662, -1.468, 0.689, 0.642, 0.659, -1.719, -0.869, 0.371, 0.380, 0.319, 0.371, 0.492, 0.581, -0.657, 0.146, 0.344, 0.405, 0.384]}



What are the max |F| values for these records? In order: 3.0, 0.9 eV Å⁻¹.